This record from the Open Molecules 2025 dataset describes C49H43Cl4N8O5RbS as an isolated structure. The level of theory is ωB97M-V/def2-TZVPD.

Geometry as ORCA input:
```
! wB97M-V def2-TZVPD RIJCOSX def2/J DEFGRID3
* xyz -2 1
Rb 0.39 -0.33 0.36
Cl -5.76 -2.55 -1.01
C -4.13 -2.70 -0.38
C -3.06 -2.50 -1.24
C -1.74 -2.58 -0.78
N -0.64 -2.19 -1.52
C -0.62 -2.17 -2.84
O -1.42 -2.62 -3.69
C 0.65 -1.51 -3.38
C 1.09 -1.82 -4.66
C 2.28 -1.28 -5.12
C 2.99 -0.42 -4.28
C 2.45 -0.13 -3.04
N 1.32 -0.66 -2.59
C -1.52 -2.96 0.57
C -2.61 -3.14 1.42
C -3.91 -3.00 0.95
Cl -5.23 -3.23 2.07
N -0.22 -3.28 1.01
C 0.31 -2.71 2.06
O -0.09 -1.73 2.75
C 1.66 -3.31 2.44
C 2.09 -4.52 1.87
C 3.34 -5.00 2.18
C 4.14 -4.28 3.06
C 3.63 -3.11 3.59
N 2.42 -2.63 3.30
H -3.25 -2.29 -2.28
H 0.48 -2.47 -5.26
H 2.65 -1.52 -6.11
H 3.93 0.02 -4.59
H 2.96 0.56 -2.36
H -2.44 -3.39 2.45
H 1.42 -5.01 1.18
H 3.70 -5.92 1.73
H 5.14 -4.61 3.32
H 4.22 -2.51 4.28
C 4.26 2.33 4.78
C 3.00 2.14 4.21
C 2.86 1.32 3.11
C 3.97 0.67 2.59
C 5.23 0.85 3.15
C 5.37 1.69 4.25
N 3.71 -0.18 1.48
N 4.60 -1.00 1.22
C 4.23 -1.92 0.18
C 5.26 -2.64 -0.41
C 4.91 -3.56 -1.39
C 3.57 -3.74 -1.70
C 2.62 -2.98 -1.02
N 2.96 -2.07 -0.11
H 4.37 2.98 5.64
H 2.14 2.64 4.63
H 1.90 1.14 2.63
H 6.08 0.34 2.72
H 6.34 1.85 4.69
H 6.28 -2.47 -0.11
H 5.67 -4.14 -1.90
H 3.25 -4.46 -2.44
H 1.55 -3.09 -1.19
C -0.37 0.25 6.36
C -0.39 0.60 4.88
C -1.74 0.33 4.24
S -1.70 0.72 2.47
O -2.97 0.20 1.89
C -1.86 2.55 2.55
C -3.21 3.02 2.05
C -4.34 2.77 3.04
H 0.61 0.43 6.80
H -0.61 -0.80 6.51
H -1.11 0.84 6.92
H 0.35 -0.01 4.35
H -0.11 1.65 4.75
H -2.56 0.87 4.72
H -1.96 -0.74 4.25
H -1.06 2.91 1.90
H -1.66 2.88 3.57
H -3.42 2.52 1.10
H -3.13 4.09 1.82
H -4.46 1.70 3.20
H -5.29 3.16 2.66
H -4.14 3.25 4.00
Cl -4.34 5.35 -3.01
C -4.78 3.69 -3.26
C -6.12 3.39 -3.45
C -6.49 2.07 -3.65
C -5.54 1.07 -3.67
C -4.20 1.39 -3.47
Cl -3.04 0.12 -3.48
C -3.78 2.71 -3.26
N -2.44 3.05 -2.98
C -1.47 2.85 -3.95
C -1.79 2.69 -5.30
C -0.79 2.46 -6.24
C 0.53 2.40 -5.86
C 0.85 2.61 -4.52
C -0.12 2.85 -3.56
C 0.31 3.24 -2.16
C -0.12 2.39 -0.94
O -1.32 2.03 -0.86
O 0.76 2.21 -0.07
H -6.85 4.18 -3.43
H -7.54 1.82 -3.79
H -5.81 0.03 -3.80
H -2.13 2.68 -2.05
H -2.82 2.70 -5.61
H -1.07 2.30 -7.28
H 1.32 2.19 -6.58
H 1.89 2.60 -4.21
H -0.09 4.24 -1.95
H 1.40 3.32 -2.13
*
```

The value obtained for the HOMO-LUMO gap is 5.26 eV. As for the LUMO energy: 3.5246 eV. Its energy relative to the best compared isomer or geometry (same formula, charge and spin) is 16.3 kcal/mol. The value obtained for the HOMO energy is -1.740 eV. For the energy, the calculation gives -4970.4865 Eh. The largest force on an atom comes out at 0.7 eV/A.

Atom charges from the Löwdin analysis, given in e for atoms 1 to 99: 0.91, 0.59, -0.68, -0.07, -0.23, 0.02, -0.54, -0.06, -0.19, -0.01, -0.08, -0.09, -0.16, 0.10, -0.24, -0.06, -0.70, 0.59, 0.09, -0.60, -0.16, -0.20, -0.03, -0.09, -0.10, -0.17, 0.13, 0.06, 0.11, 0.09, 0.09, 0.11, 0.11, 0.11, 0.10, 0.09, 0.10, -0.10, -0.07, 0.01, -0.24, -0.04, -0.10, 0.09, 0.09, -0.32, -0.03, -0.08, -0.05, -0.12, 0.13, 0.09, 0.10, 0.10, 0.10, 0.09, 0.10, 0.10, 0.10, 0.09, -0.11, -0.31, -0.35, 0.84, -0.49, -0.32, -0.30, -0.12, 0.06, 0.08, 0.07, 0.09, 0.09, 0.09, 0.09, 0.07, 0.08, 0.10, 0.11, 0.06, 0.06, 0.07, 0.66, -0.59, -0.13, -0.10, -0.10, -0.55, 0.87, -0.30, 0.05, -0.23, -0.05, -0.11, -0.12, -0.06, -0.15, -0.05, -0.72